[1]
Here is 4 unconnected molecules or ions with the total composition C25H56IN3O2 at a distorted geometry from OMol25. Energies are from the ωB97M-V functional and the def2-TZVPD basis.

Geometry as ORCA input:
```
! RIJCOSX wB97M-V def2-TZVPD def2/J DEFGRID3
* xyz 0 1
O -0.96 -0.58 -2.51
C -0.47 0.28 -3.40
C 0.46 -0.29 -4.63
C 0.52 1.11 -5.50
C 2.06 1.48 -5.93
C 2.62 2.90 -5.34
C 2.72 2.97 -3.70
I 2.02 5.01 -3.12
C -0.48 2.26 -4.91
O -0.67 1.76 -3.51
H -0.07 -1.08 -5.31
H 1.51 -0.77 -4.40
H 0.03 0.81 -6.53
H 2.77 0.58 -5.60
H 2.09 1.55 -7.11
H 2.06 3.86 -5.73
H 3.74 3.01 -5.75
H 1.99 2.24 -3.15
H 3.84 2.92 -3.29
H -0.17 3.41 -5.02
H -1.53 2.10 -5.43
C -1.76 -2.08 4.11
C -0.88 -0.92 3.66
N 0.22 -1.30 2.77
C 1.19 -0.22 2.56
C 0.70 1.03 1.82
C -0.14 -2.05 1.57
C -1.11 -1.40 0.60
H -1.17 -2.85 4.61
H -2.52 -1.73 4.81
H -2.29 -2.55 3.27
H -0.47 -0.47 4.57
H -1.52 -0.16 3.19
H 2.07 -0.62 2.03
H 1.57 0.09 3.54
H 0.62 0.85 0.75
H 1.44 1.83 1.95
H -0.26 1.39 2.20
H -0.57 -3.02 1.88
H 0.77 -2.33 1.02
H -1.95 -0.90 1.10
H -1.54 -2.16 -0.07
H -0.61 -0.67 -0.05
C -0.81 -8.62 -3.20
C -0.84 -7.93 -1.84
N -0.06 -6.69 -1.78
C 0.09 -6.18 -0.41
C -1.16 -5.72 0.32
C -0.38 -5.67 -2.78
C -1.81 -5.15 -2.83
H 0.22 -8.85 -3.50
H -1.36 -9.57 -3.14
H -1.28 -8.02 -3.98
H -0.43 -8.64 -1.11
H -1.89 -7.76 -1.56
H 0.82 -5.35 -0.41
H 0.57 -6.96 0.19
H -1.51 -4.75 -0.03
H -0.94 -5.60 1.39
H -1.99 -6.44 0.24
H -0.14 -6.08 -3.77
H 0.30 -4.82 -2.67
H -2.56 -5.94 -2.72
H -2.00 -4.66 -3.80
H -1.99 -4.39 -2.06
C 0.43 6.03 1.48
C -0.11 5.31 2.71
N 0.79 5.34 3.87
C 0.37 4.43 4.95
C -0.96 4.74 5.64
C 1.23 6.66 4.31
C 0.16 7.67 4.72
H 1.40 5.63 1.17
H -0.26 5.91 0.64
H 0.54 7.11 1.65
H -0.27 4.26 2.42
H -1.09 5.73 2.95
H 1.16 4.38 5.70
H 0.30 3.42 4.53
H -0.86 5.57 6.34
H -1.26 3.87 6.24
H -1.76 4.96 4.94
H 1.83 7.11 3.51
H 1.94 6.55 5.14
H -0.70 7.67 4.04
H 0.58 8.68 4.71
H -0.20 7.49 5.73
*
```

The calculation puts the lowest unoccupied orbital energy at 0.0045 Ha. As for the SMILES: O=C1C[C@H](CCCI)CO1.CCN(CC)CC.CCN(CC)CC.CCN(CC)CC. The calculation puts the gap between HOMO and LUMO at 0.2922 Eh.


[2]
Here is 2 unconnected molecules or ions with the total composition C15H16F3O4S at a distorted geometry from OMol25. Energies are from the ωB97M-V functional and the def2-TZVPD basis.

Geometry as ORCA input:
```
! RIJCOSX wB97M-V def2-TZVPD def2/J DEFGRID3
* xyz -1 1
C 3.42 2.86 2.16
C 2.23 1.99 1.83
O 2.61 0.74 1.32
C 1.51 -0.03 1.08
C 1.79 -1.37 0.58
C 0.85 -2.25 0.25
C 1.22 -3.63 -0.13
O 1.44 -3.92 -1.28
O 1.33 -4.52 0.91
C 1.78 -5.76 0.42
C 2.00 -6.76 1.53
O 0.37 0.33 1.29
H 3.13 3.85 2.54
H 4.05 2.39 2.92
H 4.05 3.01 1.28
H 1.61 1.79 2.73
H 1.57 2.47 1.09
H 2.83 -1.66 0.49
H -0.18 -1.97 0.32
H 1.02 -6.11 -0.31
H 2.70 -5.56 -0.15
H 2.31 -7.74 1.14
H 2.77 -6.41 2.22
H 1.09 -6.90 2.11
F -3.86 5.76 -2.63
C -3.20 4.73 -3.20
F -3.81 4.34 -4.33
F -1.92 5.09 -3.45
C -3.18 3.57 -2.22
C -3.14 2.26 -2.70
C -3.12 1.21 -1.82
C -3.13 1.44 -0.44
S -3.09 0.16 0.63
C -3.18 2.76 0.03
C -3.20 3.80 -0.86
H -3.12 2.10 -3.76
H -3.10 0.19 -2.18
H -3.21 2.94 1.09
H -3.24 4.83 -0.51
*
```

The calculation puts the lowest unoccupied orbital energy at 0.0932 Ha. The calculation puts the energy relative to the best compared isomer or geometry (same formula, charge and spin) at 0.183 eV. The calculation puts the gap between HOMO and LUMO at 0.1936 Eh.


[3]
Here is 2 unconnected molecules or ions with the total composition C10H16 at a distorted geometry from OMol25. Energies are from the ωB97M-V functional and the def2-TZVPD basis.

Geometry as ORCA input:
```
! RIJCOSX wB97M-V def2-TZVPD def2/J DEFGRID3
* xyz 0 1
C -0.64 0.30 1.49
C -1.23 -0.98 0.98
C -2.31 -1.69 1.48
C -2.72 -2.88 0.90
C -1.95 -3.58 -0.02
C -0.78 -2.94 -0.42
C -0.52 -1.62 -0.09
H -1.27 1.14 1.11
H 0.21 0.57 0.85
H -0.45 0.48 2.53
H -2.92 -1.41 2.34
H -3.72 -3.20 1.19
H -2.47 -4.34 -0.61
H -0.10 -3.55 -1.01
H 0.25 -1.03 -0.56
C 1.47 1.71 -2.02
C 2.50 2.06 -0.94
C 1.84 2.90 0.16
H 0.61 2.39 -2.05
H 2.05 1.78 -2.95
H 1.16 0.66 -1.92
H 3.41 2.64 -1.22
H 2.92 1.18 -0.43
H 0.98 3.51 -0.18
H 2.56 3.58 0.65
H 1.13 2.29 0.74
*
```

The calculation puts the lowest unoccupied orbital energy at 0.0364 Ha. The calculation puts the energy relative to the best compared isomer or geometry (same formula, charge and spin) at 1.702 eV. As for the SMILES: Cc1ccccc1.CCC. The calculation puts the gap between HOMO and LUMO at 0.3640 Eh.


[4]
Here is a molecular structure, C4H9NO2 from OMol25. Energies are from the ωB97M-V functional and the def2-TZVPD basis.

Geometry as ORCA input:
```
! RIJCOSX wB97M-V def2-TZVPD def2/J DEFGRID3
* xyz 0 1
C -1.90 0.63 -0.15
N -1.61 -0.75 0.27
C -0.59 -1.56 0.00
O 0.55 -1.28 -0.63
C 1.05 0.05 -0.89
C 1.77 0.59 0.34
O 0.89 0.86 1.41
H -2.91 0.87 0.19
H -1.19 1.31 0.33
H -1.86 0.75 -1.24
H -1.81 -1.94 -0.03
H 1.77 -0.08 -1.71
H 0.27 0.73 -1.21
H 2.55 -0.13 0.63
H 2.25 1.54 0.09
H 0.54 0.02 1.74
*
```

The calculation puts the lowest unoccupied orbital energy at 0.0322 Ha. The calculation puts the energy relative to the best compared isomer or geometry (same formula, charge and spin) at 5.487 eV. The calculation puts the gap between HOMO and LUMO at 0.3484 Eh.


[5]
Here is CH3BrFO2P in the gas phase at a distorted geometry from OMol25. Energies are from the ωB97M-V functional and the def2-TZVPD basis.

Geometry as ORCA input:
```
! RIJCOSX wB97M-V def2-TZVPD def2/J DEFGRID3
* xyz 0 1
O -0.82 0.86 -0.20
C -0.29 -0.36 -0.01
O -0.54 -1.39 -0.98
P -2.06 -1.85 -1.14
F -1.53 -3.03 -2.09
Br -2.79 -0.56 -2.75
H -0.75 1.11 -1.11
H -0.57 -0.69 0.97
H 0.74 -0.50 0.11
*
```

The calculation puts the lowest unoccupied orbital energy at 0.0255 Ha. The calculation puts the energy relative to the best compared isomer or geometry (same formula, charge and spin) at 1.425 eV. As for the SMILES: OCOP(F)Br. The calculation puts the gap between HOMO and LUMO at 0.3991 Eh.


[6]
Here is a molecular structure, C9H12BiCl2N2O at a distorted geometry from OMol25. Energies are from the ωB97M-V functional and the def2-TZVPD basis.

Geometry as ORCA input:
```
! RIJCOSX wB97M-V def2-TZVPD def2/J DEFGRID3
* xyz 3 1
Bi 1.12 -1.75 0.02
Cl 3.97 -2.84 1.14
C 3.42 -2.94 2.82
Cl 1.71 -3.28 2.96
H 3.63 -2.01 3.38
H 3.98 -3.75 3.35
C -3.34 -1.66 -0.11
C -2.06 -1.28 -0.84
O -1.01 -2.02 -0.93
N -2.11 -0.04 -1.35
C -1.00 0.57 -2.12
C -0.14 1.44 -1.25
C -0.40 2.81 -1.00
C 0.33 3.43 0.00
C 1.44 2.77 0.56
C 1.76 1.50 0.14
N 0.94 0.84 -0.72
H -3.33 -2.70 0.19
H -4.18 -1.44 -0.80
H -3.50 -1.01 0.79
H -3.02 0.42 -1.29
H -1.45 1.19 -2.93
H -0.35 -0.24 -2.54
H -1.20 3.36 -1.56
H 0.02 4.40 0.40
H 2.06 3.26 1.29
H 2.70 0.99 0.42
*
```

The calculation puts the lowest unoccupied orbital energy at -0.5648 Ha. The calculation puts the energy relative to the best compared isomer or geometry (same formula, charge and spin) at 0.000 eV. The calculation puts the gap between HOMO and LUMO at 0.1881 Eh.


Values for highest occupied orbital energy, eV, ordered as above
-7.83, -2.73, -8.91, -8.61, -10.16, -20.49
Values for molecular weight, g/mol, ordered as above
557.6, 349.3, 136.2, 103.1, 176.9, 444.1
Values for E, eV, ordered as above
-43493.98702, -42993.67948, -10628.04209, -9874.57411, -87230.70808, -45407.49013